Computed, not measured: a 2-piece molecular cluster, C4H10OS overall, with ωB97M-V/def2-TZVPD.

```
! wB97M-V def2-TZVPD RIJCOSX def2/J DEFGRID3
* xyz 0 1
C 0.672 0.155 2.015
C -0.335 0.983 1.823
O -0.236 1.974 0.874
H 0.607 -0.671 2.716
H 1.664 0.317 1.616
H -1.360 0.702 2.052
H -0.666 2.783 1.166
C -0.825 0.336 -1.848
S 0.141 -1.047 -2.461
C 0.786 -1.726 -0.920
H -1.716 0.030 -1.312
H -0.227 1.024 -1.257
H -1.194 0.882 -2.716
H 1.865 -1.678 -0.817
H 0.508 -2.778 -0.891
H 0.316 -1.285 -0.041
*
```

Calculated values
ΔE to the lowest compared entry with this formula, charge and spin, kJ/mol: 128.63

Computed, not measured: an isolated ion of composition C12H25BClO3 and charge -1, with ωB97M-V/def2-TZVPD.

```
! wB97M-V def2-TZVPD RIJCOSX def2/J DEFGRID3
* xyz -1 1
C 2.083 3.698 0.137
O 3.027 2.695 0.461
C 2.465 1.385 0.250
C 3.537 0.269 0.401
C 3.585 -0.761 -0.773
C 2.205 -1.312 -1.266
C 1.622 -2.494 -0.425
C 1.066 -2.109 0.987
C -0.497 -1.870 1.027
C -0.751 -0.315 0.848
B -2.200 0.048 0.148
O -3.213 0.752 0.989
C -4.372 0.585 0.195
C -4.459 1.502 -1.083
C -4.199 -0.974 -0.156
Cl -4.341 -1.778 1.512
O -2.897 -0.978 -0.667
H 1.250 3.334 -0.501
H 2.601 4.527 -0.389
H 1.614 4.125 1.051
H 1.717 1.238 1.060
H 1.992 1.392 -0.751
H 3.439 -0.215 1.392
H 4.526 0.786 0.416
H 4.045 -0.237 -1.642
H 4.258 -1.612 -0.532
H 2.387 -1.723 -2.290
H 1.424 -0.539 -1.395
H 2.334 -3.350 -0.377
H 0.752 -2.884 -1.005
H 1.551 -1.232 1.452
H 1.287 -2.976 1.662
H -0.972 -2.462 0.225
H -0.825 -2.185 2.043
H 0.026 0.026 0.134
H -0.583 0.247 1.795
H -1.874 0.917 -0.664
H -5.332 0.747 0.738
H -5.489 1.856 -1.277
H -3.749 2.334 -0.922
H -4.088 0.951 -1.975
H -4.951 -1.410 -0.833
*
```

Calculated values
Total energy, eV: -32192.1128

Computed, not measured: a 2-piece molecular cluster, C5H13N overall, with ωB97M-V/def2-TZVPD.

```
! wB97M-V def2-TZVPD RIJCOSX def2/J DEFGRID3
* xyz 0 1
C 0.795 -0.923 -0.733
C -0.529 -0.499 -1.165
C -1.085 0.777 -1.392
C -0.172 -1.462 0.401
C -0.219 -0.544 1.638
N 0.925 2.147 0.412
H 1.578 -0.383 -0.248
H 1.294 -1.690 -1.333
H -0.984 -1.307 -1.734
H -0.756 1.486 -2.142
H -2.086 0.953 -1.007
H 0.259 1.494 -0.047
H 0.366 -2.339 0.835
H -1.207 -1.870 0.458
H 0.807 -0.251 1.889
H -0.938 0.241 1.464
H -0.482 -1.157 2.511
H 0.699 3.138 0.402
H 1.734 2.186 -0.209
*
```

Calculated values
ΔE to the lowest compared entry with this formula, charge and spin, kJ/mol: 545.48

Computed, not measured: C58H40BiF5N3O2P2S2 as an isolated structure, with ωB97M-V/def2-TZVPD.

```
! wB97M-V def2-TZVPD RIJCOSX def2/J DEFGRID3
* xyz 1 1
Bi -0.300 -0.722 1.566
S 0.922 -1.182 3.935
C 2.544 -1.269 3.333
N 2.788 -0.990 2.052
C 4.129 -1.037 1.712
C 4.626 -0.560 0.473
C 5.976 -0.704 0.286
C 6.849 -1.140 1.272
C 6.342 -1.412 2.558
C 5.005 -1.463 2.764
S 4.106 -1.828 4.157
H 3.994 -0.162 -0.333
H 6.418 -0.550 -0.685
H 7.900 -1.310 1.040
H 7.082 -1.565 3.351
C -1.829 4.567 -4.190
C -0.767 3.611 -3.460
C 0.601 3.724 -4.180
C -1.224 2.131 -3.518
C -1.854 1.543 -4.658
C -2.089 0.184 -4.766
C -1.658 -0.687 -3.755
C -0.983 -0.151 -2.633
P -0.205 -1.351 -1.566
C 1.340 -1.810 -2.372
C 1.430 -1.922 -3.741
C 2.620 -2.393 -4.288
C 3.740 -2.714 -3.447
C 3.543 -2.740 -2.070
C 2.393 -2.289 -1.542
C -1.110 -2.996 -1.707
C -0.435 -4.259 -2.013
C -1.203 -5.388 -2.124
C -2.583 -5.422 -1.738
C -3.206 -4.245 -1.375
C -2.475 -3.064 -1.401
C -0.765 1.247 -2.569
O -0.156 1.717 -1.402
C -0.231 3.055 -1.044
C -0.146 3.373 0.320
C -0.331 4.700 0.676
C -0.660 5.685 -0.222
C -0.775 5.364 -1.550
C -0.547 4.023 -1.987
P 0.261 2.194 1.615
C 1.739 2.907 2.311
C 1.676 3.828 3.383
C 2.812 4.574 3.691
C 3.950 4.500 2.936
C 3.982 3.697 1.781
C 2.893 2.956 1.487
C -0.969 2.379 2.966
C -0.709 1.929 4.238
C -1.684 1.930 5.192
C -2.923 2.535 4.927
C -3.232 3.061 3.660
C -2.209 2.949 2.677
H -1.814 4.359 -5.253
H -1.554 5.642 -4.089
H -2.823 4.366 -3.817
H 0.460 3.250 -5.152
H 1.435 3.321 -3.590
H 0.766 4.854 -4.402
H -2.212 2.229 -5.451
H -2.579 -0.269 -5.613
H -1.634 -1.809 -3.866
H 0.700 -1.455 -4.391
H 2.613 -2.493 -5.383
H 4.641 -3.135 -3.983
H 4.325 -3.132 -1.433
H 2.305 -2.255 -0.445
H 0.618 -4.326 -2.176
H -0.798 -6.314 -2.488
H -3.086 -6.378 -1.727
H -4.268 -4.218 -1.095
H -2.990 -2.111 -1.276
H -0.253 4.969 1.739
H -0.967 6.667 0.100
H -1.153 6.078 -2.300
H 0.825 4.145 3.936
H 2.834 5.313 4.548
H 4.881 4.987 3.206
H 4.878 3.672 1.170
H 2.857 2.227 0.624
H 0.263 1.381 4.407
H -1.556 1.391 6.133
H -3.775 2.622 5.668
H -4.207 3.483 3.398
H -2.461 3.391 1.727
F 0.052 -8.126 0.459
C -0.150 -6.932 1.059
C -1.449 -6.485 1.130
F -2.421 -7.369 0.759
C -1.722 -5.216 1.534
F -2.994 -4.843 1.764
C -0.732 -4.195 1.607
O -1.125 -2.959 1.668
C 0.605 -4.707 1.603
F 1.583 -3.793 1.371
C 0.885 -6.068 1.361
F 2.185 -6.523 1.278
N -7.963 0.297 0.723
C -6.821 0.183 0.981
C -5.454 0.117 1.152
C -5.046 -0.646 2.235
C -3.695 -0.876 2.444
N -2.727 -0.200 1.710
C -3.092 0.497 0.630
C -4.464 0.724 0.350
H -5.879 -1.164 2.717
H -3.230 -1.444 3.240
H -2.303 0.973 0.019
H -4.717 1.262 -0.538
*
```

Calculated values
ΔE to the lowest compared entry with this formula, charge and spin, kJ/mol: 294.56

Computed, not measured: one molecule with the formula C3H5NO3, with ωB97M-V/def2-TZVPD.

```
! wB97M-V def2-TZVPD RIJCOSX def2/J DEFGRID3
* xyz 0 1
C -1.402 0.209 -0.747
C 1.243 0.639 -0.074
C 0.360 -0.672 0.735
O 2.371 0.166 -0.640
O -0.552 -0.903 1.684
N -0.054 -0.272 -0.442
O 1.084 1.789 0.232
H 2.278 -0.791 -0.758
H -0.099 -1.192 2.487
H -2.172 -0.337 -0.205
H -1.470 1.260 -0.459
H -1.588 0.102 -1.813
*
```

Calculated values
ΔE to the lowest compared entry with this formula, charge and spin, kJ/mol: 352.74

Computed, not measured: one molecule with the formula C4H2O2, with ωB97M-V/def2-TZVPD.

```
! wB97M-V def2-TZVPD RIJCOSX def2/J DEFGRID3
* xyz 0 1
C 0.428 1.039 0.420
C 0.068 -0.329 0.707
C 1.256 -0.830 0.732
C -0.883 0.451 -0.086
O 2.238 -1.320 1.089
O -1.034 -0.035 -1.352
H -1.855 0.874 0.337
H -0.219 0.150 -1.848
*
```

Calculated values
ΔE to the lowest compared entry with this formula, charge and spin, kJ/mol: 298.90

Computed, not measured: C23H30BrF3N3O6S2Ti as an isolated structure, with ωB97M-V/def2-TZVPD.

```
! wB97M-V def2-TZVPD RIJCOSX def2/J DEFGRID3
* xyz -1 3
Ti 0.750 -1.955 -0.201
F -3.655 -2.809 0.974
C -2.537 -3.403 1.461
F -1.982 -4.074 0.448
F -2.930 -4.297 2.380
C -1.613 -2.315 2.074
O -1.954 -1.872 3.159
O -0.589 -2.021 1.394
S 2.801 -1.747 -4.186
C 2.461 -2.312 -2.574
N 2.064 -1.348 -1.701
C 2.115 -0.105 -2.312
C 1.780 1.113 -1.719
C 1.836 2.279 -2.464
C 2.225 2.258 -3.804
C 2.552 1.053 -4.409
C 2.493 -0.113 -3.662
H 2.566 -3.344 -2.284
H 1.430 1.136 -0.697
H 1.555 3.215 -1.998
H 2.261 3.178 -4.374
H 2.843 1.019 -5.452
C 0.961 3.026 3.682
C 1.858 2.828 2.468
C 2.483 1.438 2.414
S 1.201 0.199 2.111
O 1.893 -0.778 1.157
C 1.098 -0.656 3.705
C 2.022 -1.862 3.804
C 3.506 -1.524 3.834
H 0.524 4.024 3.694
H 1.516 2.890 4.614
H 0.132 2.314 3.682
H 2.663 3.569 2.467
H 1.280 2.987 1.554
H 3.034 1.194 3.323
H 3.154 1.323 1.562
H 0.053 -0.957 3.784
H 1.313 0.098 4.468
H 1.815 -2.536 2.972
H 1.738 -2.391 4.719
H 3.824 -1.080 2.891
H 4.098 -2.428 3.979
H 3.746 -0.833 4.649
Br 1.939 -4.072 0.467
C -4.159 0.548 0.430
C -3.817 1.385 -0.795
C -2.753 0.737 -1.686
C -2.428 1.671 -2.882
C -1.417 1.127 -3.883
C -3.309 -0.554 -2.257
O -4.410 -0.639 -2.755
N -2.469 -1.642 -2.227
C -1.217 -1.640 -1.653
O -0.541 -2.695 -1.667
N -0.708 -0.565 -1.043
C -1.446 0.575 -0.897
O -1.051 1.508 -0.221
H -4.922 1.041 1.035
H -3.286 0.393 1.068
H -4.550 -0.432 0.151
H -3.429 2.359 -0.493
H -4.704 1.547 -1.409
H -2.056 2.599 -2.442
H -3.377 1.893 -3.376
H -0.458 0.897 -3.415
H -1.224 1.871 -4.658
H -1.780 0.224 -4.380
H -2.811 -2.516 -2.599
*
```

Calculated values
ΔE to the lowest compared entry with this formula, charge and spin, kJ/mol: 6.19

Computed, not measured: one molecule with the formula C5H8N2S, with ωB97M-V/def2-TZVPD.

```
! wB97M-V def2-TZVPD RIJCOSX def2/J DEFGRID3
* xyz 0 1
N -3.201 -0.023 -0.494
C -1.748 -0.140 -0.498
C -1.088 0.800 0.528
C 0.354 1.228 0.301
C 1.143 -0.032 0.119
S 2.726 -0.032 -0.379
N 0.375 -1.081 0.399
C -1.028 -0.746 0.666
H -3.425 0.867 -0.966
H -3.675 -0.764 -1.026
H -1.213 -0.271 -1.423
H -1.735 1.467 1.160
H 0.474 1.882 -0.529
H 0.793 1.741 1.106
H 0.687 -2.042 0.229
H -1.538 -1.301 1.482
*
```

Calculated values
ΔE to the lowest compared entry with this formula, charge and spin, kJ/mol: 108.21